(1)
Formula: C37H56Br2ClF13N2O15S5
Source: OMol25
Level of theory: the ωB97M-V functional and the def2-TZVPD basis

Total charge: 0
SMILES: CCN(CCC1=C(N)C(=O)c2c(Cl)c(CCC(F)(F)C(F)(F)C(F)(F)C(F)(F)S(F)(F)(F)(F)F)cc([C@@H](Br)[C@@H](C)Br)c2C1=O)C(C)=O.CCOS(C)(=O)=O.CCOS(C)(=O)=O.CCOS(C)(=O)=O.CCOS(C)(=O)=O
Kohn-Sham gap, eV: 7.994

Each line ends with the Löwdin charge.
Geometry (Å):
1 C 7.38441 -1.37121 6.63278  -0.0777
2 C 6.68296 -2.41397 5.77771  -0.1919
3 N 5.32164 -2.05977 5.25546  -0.0725
4 C 5.32192 -1.99398 3.78811  -0.1563
5 C 5.45978 -3.41480 3.18635  -0.0889
6 C 4.14332 -3.80689 2.59217  -0.1050
7 C 3.77375 -3.46466 1.35233  -0.1942
8 N 4.55783 -2.75928 0.43863  0.1472
9 C 2.41558 -3.86557 0.90268  -0.2998
10 O 2.20519 -4.17309 -0.23677  0.1077
11 C 1.37134 -3.85065 1.96425  -0.0723
12 C 0.06061 -3.41424 1.72666  -0.4759
13 Cl -0.44446 -2.92609 0.14731  0.8235
14 C -0.86091 -3.33862 2.79647  -0.1839
15 C -2.26244 -2.78290 2.61004  -0.1294
16 C -2.65097 -1.87268 3.80309  -0.0596
17 C -3.79737 -0.90679 3.51784  -0.4084
18 F -4.74274 -1.09820 4.47508  0.1149
19 F -4.40062 -1.19627 2.34487  0.1245
20 C -3.45182 0.62630 3.59287  -0.3313
21 F -2.36341 0.81029 4.35513  0.1379
22 F -4.47246 1.23737 4.23291  0.1536
23 C -3.34632 1.46215 2.27507  -0.3542
24 F -3.22854 2.74566 2.62275  0.1235
25 F -4.53360 1.31951 1.65314  0.1739
26 C -2.29943 1.16235 1.16348  -0.3928
27 F -2.51346 2.09009 0.22262  0.0108
28 F -2.54295 -0.02628 0.62198  0.1404
29 S -0.45292 1.23334 1.63301  0.7608
30 F -0.70729 -0.04168 2.53612  -0.1177
31 F -0.77228 2.18779 2.83776  -0.1009
32 F -0.17430 2.49555 0.72735  -0.1128
33 F -0.10586 0.30500 0.40206  -0.1456
34 F 1.05098 1.20307 2.06896  -0.0844
35 C -0.45060 -3.79294 4.06520  0.0063
36 C 0.84626 -4.27177 4.31859  -0.2305
37 C 1.22833 -4.77680 5.67804  -0.6429
38 Br 0.67051 -3.51668 7.06959  0.7829
39 C 0.69759 -6.19409 6.01712  -0.7272
40 C -0.75341 -6.25775 6.46307  -0.1924
41 Br 0.85067 -7.40525 4.48823  0.7649
42 C 1.76590 -4.24993 3.25657  -0.0363
43 C 3.21590 -4.58501 3.42728  -0.2907
44 O 3.62326 -5.39873 4.21418  0.1074
45 C 4.78226 -0.87689 5.80889  -0.5279
46 C 4.09694 -1.01381 7.12925  0.0135
47 O 4.81619 0.17655 5.24133  0.1096
48 H 8.38235 -1.74884 6.84649  0.0791
49 H 7.51276 -0.42211 6.12379  0.0839
50 H 6.91105 -1.22346 7.59505  0.0606
51 H 6.58626 -3.31982 6.37055  0.1149
52 H 7.31313 -2.61119 4.91792  0.1112
53 H 6.08630 -1.31317 3.41117  0.1260
54 H 4.37117 -1.56659 3.48875  0.1232
55 H 5.71251 -4.10990 3.97720  0.1104
56 H 6.22423 -3.37859 2.41875  0.1100
57 H 4.06415 -2.72010 -0.44609  0.0933
58 H 5.44420 -3.22033 0.27118  0.1056
59 H -2.97912 -3.59651 2.57971  0.1359
60 H -2.26763 -2.23284 1.68423  0.0503
61 H -2.99808 -2.53048 4.59031  0.1278
62 H -1.76606 -1.37992 4.18326  0.1134
63 H -1.13708 -3.76753 4.89544  0.0887
64 H 2.29883 -4.80315 5.78102  0.0664
65 H 1.34453 -6.61543 6.77423  0.0886
66 H -1.02528 -7.29706 6.61237  0.0662
67 H -1.39973 -5.86284 5.68625  0.0659
68 H -0.88689 -5.74648 7.40831  0.0428
69 H 4.81441 -1.09212 7.94165  0.0758
70 H 3.47581 -1.90477 7.15952  0.0513
71 H 3.48370 -0.14026 7.30662  0.0872
72 C 0.55566 -3.48078 -3.30631  -0.0751
73 C -0.55881 -4.43674 -3.67601  -0.2414
74 O -1.20219 -4.08355 -4.91826  -0.2664
75 S -0.46462 -4.39273 -6.28886  0.5604
76 C -1.84139 -4.07357 -7.33499  -0.1191
77 O -0.12582 -5.78282 -6.33564  -0.2771
78 O 0.53797 -3.40262 -6.52405  -0.2713
79 H 1.39336 -3.56219 -3.99802  0.0775
80 H 0.91549 -3.70469 -2.30559  0.0318
81 H 0.20054 -2.44916 -3.34058  0.0788
82 H -0.20673 -5.46846 -3.72037  0.1186
83 H -1.35472 -4.39409 -2.93439  0.1152
84 H -2.61327 -4.81190 -7.13789  0.0741
85 H -1.48677 -4.15602 -8.35984  0.0766
86 H -2.19687 -3.06528 -7.13696  0.0664
87 C -0.90074 1.71150 -2.54575  -0.0544
88 C -2.03137 0.76929 -2.90614  -0.2336
89 O -2.78694 1.22645 -4.04970  -0.2542
90 S -2.13168 1.04170 -5.48417  0.5639
91 C -3.57033 1.39232 -6.43318  -0.1172
92 O -1.75732 -0.32913 -5.63704  -0.2708
93 O -1.16458 2.07423 -5.69309  -0.2784
94 H -0.13423 1.72650 -3.31922  0.0787
95 H -0.43840 1.39419 -1.61251  0.0532
96 H -1.27508 2.72944 -2.42844  0.0846
97 H -1.66842 -0.24310 -3.09287  0.1115
98 H -2.75531 0.71627 -2.09520  0.1111
99 H -4.31311 0.62281 -6.24413  0.0756
100 H -3.26985 1.38492 -7.47855  0.0772
101 H -3.94264 2.37439 -6.15485  0.0756
102 C -3.02110 4.05289 0.46278  -0.0669
103 C -2.08668 5.08322 -0.14069  -0.2196
104 O -2.49980 5.50950 -1.45471  -0.2660
105 S -3.71626 6.53765 -1.55819  0.5757
106 C -3.49938 6.95785 -3.24912  -0.1324
107 O -3.42910 7.66284 -0.72189  -0.2742
108 O -4.94510 5.82308 -1.39238  -0.2787
109 H -3.99938 4.47972 0.67713  0.0973
110 H -2.60025 3.67299 1.39470  0.0699
111 H -3.16759 3.21973 -0.22552  0.0773
112 H -1.97782 5.95524 0.50590  0.1179
113 H -1.09629 4.65455 -0.28472  0.1099
114 H -2.55264 7.46987 -3.37083  0.0565
115 H -4.32085 7.61383 -3.52788  0.0825
116 H -3.52812 6.04834 -3.84145  0.0734
117 C -0.63748 9.30029 -8.81809  -0.0719
118 C -1.30148 7.96367 -8.55596  -0.2494
119 O -0.48789 7.08551 -7.74747  -0.2583
120 S -0.40650 7.37817 -6.18976  0.5724
121 C 0.30737 5.85809 -5.68262  -0.1113
122 O -1.73962 7.44697 -5.66481  -0.2876
123 O 0.51405 8.44427 -5.95115  -0.2671
124 H -0.54101 9.88385 -7.90402  0.0718
125 H -1.23203 9.87345 -9.52970  0.0815
126 H 0.36258 9.15692 -9.22629  0.0852
127 H -2.27867 8.08548 -8.08631  0.1130
128 H -1.44932 7.42428 -9.48902  0.1210
129 H -0.39402 5.05272 -5.88654  0.0690
130 H 0.48823 5.94142 -4.61308  0.0796
131 H 1.24378 5.70213 -6.21094  0.0787

(2)
Formula: C37H57F12NO20
Source: OMol25
Level of theory: the ωB97M-V functional and the def2-TZVPD basis

Total charge: 0
SMILES: CCOC(=O)C(F)(F)F.CCOC(=O)C(F)(F)F.CCOC(=O)C(F)(F)F.CCOC(=O)C(F)(F)F.CCOC(=O)OC.CCOC(=O)OC.CCOC(=O)OC.CCOC(=O)OC.c1ccncc1
Kohn-Sham gap, eV: 9.867

Each line ends with the Löwdin charge.
Geometry (Å):
1 C 1.20906 1.79265 5.72950  -0.0543
2 C -0.02180 1.35774 5.06920  -0.1672
3 O -0.38456 2.17125 3.85513  0.0400
4 C -1.51260 2.80379 3.88938  -0.4435
5 O -2.25504 2.95936 4.79718  0.1689
6 C -1.82203 3.54497 2.48664  -0.5321
7 F -0.83872 4.32923 2.08746  0.1770
8 F -2.02919 2.62906 1.51621  0.1408
9 F -2.90975 4.28411 2.62397  0.1740
10 H 1.42962 1.17267 6.51231  0.0522
11 H 1.13389 2.80334 6.22496  0.1160
12 H 2.02513 1.68736 4.98263  0.0928
13 H -0.83257 1.45394 5.72787  0.1046
14 H 0.17178 0.39043 4.70856  0.1021
15 C 1.90342 3.24289 -0.33692  -0.0248
16 C 1.83202 3.89267 -1.74937  -0.1207
17 O 2.41687 2.98427 -2.75521  0.0268
18 C 3.70187 2.80798 -2.69880  -0.3908
19 O 4.47801 3.57967 -2.17655  0.1380
20 C 4.30994 1.67906 -3.65561  -0.5365
21 F 4.19279 2.05578 -4.92976  0.1578
22 F 5.61892 1.53433 -3.46963  0.1608
23 F 3.64274 0.52626 -3.57499  0.1554
24 H 2.93077 2.94916 -0.08802  0.0825
25 H 1.31867 2.36077 -0.39159  0.0350
26 H 1.61991 3.87850 0.47524  0.0733
27 H 2.31700 4.80178 -1.88738  0.1010
28 H 0.81598 3.93962 -2.09237  0.0799
29 C 2.04450 0.76936 1.86755  -0.0470
30 C 1.01603 -0.16485 1.37669  -0.1839
31 O 0.38419 0.44978 0.23247  0.0271
32 C -0.67903 -0.01232 -0.36482  -0.3868
33 O -1.36938 -0.92128 -0.06971  0.1516
34 C -1.06697 0.95348 -1.65960  -0.4961
35 F 0.03161 1.15035 -2.39657  0.1474
36 F -1.98022 0.41397 -2.49717  0.1386
37 F -1.41921 2.16623 -1.26325  0.1688
38 H 1.67911 1.77828 2.12971  0.0869
39 H 2.80331 0.86841 1.11837  0.0628
40 H 2.42680 0.38482 2.80309  0.0678
41 H 0.25794 -0.46725 2.08835  0.1144
42 H 1.48532 -1.06876 1.03969  0.0889
43 C -1.75738 -2.72250 -4.19806  -0.0584
44 C -1.42711 -2.62535 -5.69608  -0.1355
45 O 0.06580 -2.50174 -5.84704  0.0164
46 C 0.49717 -1.95666 -6.96022  -0.4133
47 O -0.16253 -1.75633 -7.92692  0.1627
48 C 2.08231 -1.63542 -6.81790  -0.4946
49 F 2.48452 -1.16816 -8.03973  0.1261
50 F 2.16637 -0.63195 -5.94370  0.1549
51 F 2.89813 -2.61491 -6.42367  0.1718
52 H -1.24686 -3.45205 -3.55743  0.0806
53 H -2.83213 -2.83099 -4.26203  0.0758
54 H -1.64950 -1.75309 -3.71087  0.0555
55 H -1.95071 -1.79408 -6.15445  0.1216
56 H -1.67875 -3.59957 -6.17610  0.1361
57 C -5.18413 -1.18686 0.66205  -0.0788
58 C -5.67300 -0.12581 -0.20749  -0.2287
59 O -4.78238 0.97824 -0.19298  0.0638
60 C -5.32326 2.14228 -0.30121  -0.6466
61 O -6.43981 2.43386 -0.56515  0.1532
62 O -4.30647 3.00919 -0.06937  -0.0358
63 C -4.63547 4.44420 -0.05495  -0.0088
64 H -5.79236 -2.05638 0.85495  0.0870
65 H -4.99426 -0.72126 1.61522  0.0676
66 H -4.22461 -1.62351 0.30864  0.0849
67 H -6.66511 0.22370 0.07573  0.1292
68 H -5.67629 -0.61416 -1.23746  0.1524
69 H -5.36802 4.62315 0.75062  0.1052
70 H -5.10145 4.70518 -0.98733  0.0811
71 H -3.77734 5.05553 0.06582  0.0730
72 C 3.78443 -2.40631 4.30144  -0.0518
73 C 2.67159 -3.32577 3.95027  -0.2159
74 O 1.99673 -2.84318 2.73533  0.0263
75 C 1.01505 -3.73897 2.41808  -0.5956
76 O 0.81961 -4.69992 3.07536  0.1457
77 O 0.37079 -3.36051 1.29601  -0.0453
78 C -0.86645 -4.01880 0.96681  -0.0205
79 H 4.68295 -2.57936 3.75725  0.0726
80 H 3.89274 -2.51098 5.36199  0.0794
81 H 3.44429 -1.41173 4.06957  0.0614
82 H 1.96569 -3.51214 4.81020  0.1348
83 H 3.04252 -4.32408 3.79908  0.1168
84 H -1.41255 -4.28178 1.90273  0.1042
85 H -0.59843 -5.03243 0.60018  0.1065
86 H -1.35422 -3.40238 0.22823  0.0759
87 C -2.59976 -0.34727 3.57647  -0.0342
88 C -2.23566 -1.73258 3.16101  -0.2185
89 O -2.69865 -2.64585 4.16738  0.0067
90 C -1.68883 -3.09239 5.03360  -0.4625
91 O -0.67387 -2.46685 5.23848  0.1243
92 O -2.26899 -4.13210 5.76143  -0.0117
93 C -1.56143 -4.69215 6.82358  -0.0576
94 H -2.25987 -0.05655 4.55036  0.0725
95 H -3.65571 -0.23464 3.50597  0.0732
96 H -2.21165 0.37735 2.85798  0.0768
97 H -1.17600 -1.87612 3.11910  0.0899
98 H -2.81536 -1.99806 2.28618  0.1081
99 H -0.72174 -5.19376 6.33206  0.1101
100 H -2.16415 -5.29492 7.41345  0.0762
101 H -1.15862 -3.99058 7.48687  0.0764
102 C 6.16755 -0.57175 -1.31701  -0.0523
103 C 5.64527 -1.39040 -0.14383  -0.2009
104 O 4.65179 -2.26454 -0.62779  0.0530
105 C 3.48187 -1.79979 -0.96637  -0.6703
106 O 3.05215 -0.69875 -0.79826  0.1361
107 O 2.83769 -2.77191 -1.51268  0.0455
108 C 1.43318 -2.56701 -1.75888  -0.0032
109 H 5.36898 -0.11471 -1.86922  0.0377
110 H 6.69847 -1.25740 -1.99163  0.0920
111 H 6.90312 0.18770 -1.05219  0.0882
112 H 5.29585 -0.70813 0.62111  0.1145
113 H 6.41872 -2.09217 0.27640  0.1421
114 H 0.72251 -2.32165 -0.91429  0.0894
115 H 1.17321 -3.57561 -2.06538  0.0948
116 H 1.32490 -1.89058 -2.59827  0.0966
117 C -2.20599 3.13687 -5.08683  -0.0994
118 C -2.42969 4.19669 -4.20324  -0.0464
119 C -1.31649 4.98315 -3.77529  -0.1327
120 N -0.04498 4.73879 -4.14376  0.0497
121 C 0.08687 3.77676 -5.07546  -0.1301
122 C -0.98102 3.05652 -5.61982  -0.0961
123 H -2.96915 2.43934 -5.41420  0.1121
124 H -3.41517 4.33334 -3.80337  0.0884
125 H -1.36487 5.76511 -3.02158  0.1017
126 H 1.07962 3.58750 -5.48419  0.1086
127 H -0.80027 2.49004 -6.52819  0.1088

> The lowest Kohn-Sham gap belongs to which entry?

C37H56Br2ClF13N2O15S5